1.
Density functional theory data (ωB97M-V with the def2-TZVPD basis set) for 2 unconnected molecules or ions with the total composition C25H33N2O2 at a distorted geometry.

Structure (ORCA input):
```
! RIJCOSX wB97M-V def2-TZVPD def2/J DEFGRID3
* xyz 1 1
C 5.56163 2.26980 3.12258
O 5.24362 0.85868 3.17158
C 3.96516 0.45140 2.97016
C 3.69710 -0.93089 3.15858
C 2.41734 -1.40668 3.04398
C 1.31787 -0.53712 2.76441
C -0.00540 -1.05777 2.79356
C -1.18578 -0.31254 3.08192
C -2.46938 -0.93180 2.92673
C -3.61993 -0.17319 3.02960
C -3.52283 1.20736 3.34140
O -4.71051 1.87211 3.33479
C -5.75446 0.87993 2.99912
C -5.07789 -0.49242 2.86264
C -2.29205 1.82036 3.61752
C -1.16077 1.04884 3.55216
C 1.63279 0.81873 2.44938
C 2.91397 1.32047 2.58138
H 6.63812 2.30255 3.30665
H 5.33148 2.69576 2.13321
H 5.02758 2.82947 3.90823
H 4.53163 -1.57621 3.42502
H 2.21097 -2.46477 3.21244
H -0.12680 -2.13384 2.64392
H -2.53898 -2.00048 2.70979
H -6.50244 0.90888 3.79918
H -6.22797 1.19776 2.06246
H -5.29767 -0.94542 1.88928
H -5.44210 -1.17419 3.64347
H -2.28366 2.87270 3.88225
H -0.21243 1.49571 3.84129
H 0.84641 1.48985 2.10852
H 3.11222 2.38200 2.40691
C 4.74127 -4.92919 -2.41397
C 5.50964 -3.87304 -1.59233
C 4.43932 -2.98613 -0.92641
N 3.17839 -3.67472 -1.09340
C 1.99023 -2.86552 -1.00282
C 0.81930 -3.73811 -0.57084
C -0.60505 -3.14726 -0.58763
C -1.36493 -4.16258 0.29332
C -0.28094 -4.95294 1.06618
N 0.93965 -4.18479 0.79234
C 3.24440 -4.65376 -2.17374
H 4.97464 -4.84142 -3.48012
H 4.98970 -5.93941 -2.08039
H 6.12288 -4.34939 -0.82264
H 6.15257 -3.26090 -2.23478
H 4.63009 -2.81949 0.14563
H 4.41368 -1.98647 -1.40377
H 2.13499 -2.06027 -0.26049
H 1.71590 -2.42883 -1.98946
H 0.79834 -4.58888 -1.28932
H -0.59379 -2.15010 -0.12305
H -0.99912 -3.06998 -1.60572
H -2.04583 -3.66039 0.98313
H -1.93972 -4.84944 -0.33708
H -0.49910 -5.06873 2.13622
H -0.21860 -5.97248 0.63532
H 1.82176 -4.65850 0.99812
H 2.76708 -4.28245 -3.10195
H 2.70252 -5.57050 -1.89666
*
```

As for the calculated total energy: -1232.1387 Ha. As for the energy relative to the best compared isomer or geometry (same formula, charge and spin): 0.0 kJ/mol.

***

2.
Density functional theory data (ωB97M-V with the def2-TZVPD basis set) for a molecular structure, C6H7BaLiO6 at a distorted geometry.

Structure (ORCA input):
```
! RIJCOSX wB97M-V def2-TZVPD def2/J DEFGRID3
* xyz 2 1
O 4.55076 -0.20203 -0.26867
C 3.40805 0.18127 0.02593
O 3.23359 1.26059 0.67347
O 2.36100 -0.59389 -0.33535
C 1.20153 -0.39890 0.31395
C 0.66315 -1.49071 1.02144
Ba 6.39747 1.62205 1.06549
H 0.06553 -1.31429 1.92280
H 1.35986 -2.33122 1.11018
Li 1.45618 1.73877 1.27501
C -0.53364 -1.14698 -0.29776
C -1.46143 0.01777 -0.00416
O -2.62592 -0.13111 -0.81555
C -3.45721 0.89652 -0.86999
O -3.42995 1.86827 -0.15401
O -4.24371 0.74316 -1.92723
H -1.09894 -2.08660 -0.23167
H -0.25480 -1.16593 -1.36115
H -1.00039 0.99276 -0.21022
H -1.73928 0.05014 1.05791
H -4.85187 1.49038 -1.99040
*
```

As for the calculated total energy: -716.7227 Ha.

***

3.
Density functional theory data (ωB97M-V with the def2-TZVPD basis set) for a single C8H11O3 molecule at a distorted geometry.

Structure (ORCA input):
```
! RIJCOSX wB97M-V def2-TZVPD def2/J DEFGRID3
* xyz 0 2
C -2.45831 0.14059 -0.49739
C -1.04122 0.45620 -0.89638
C -0.42925 1.57627 -0.11973
C 0.70529 1.59250 0.67214
C 1.46769 0.37971 0.79784
C 0.23460 -0.76382 1.26152
C -0.01564 -1.49360 0.11947
O -1.08699 -2.24906 0.04232
O 1.45935 -0.54644 1.89201
C 2.58823 0.09302 -0.11722
O -0.51824 -0.16353 -1.87374
H -2.62004 0.12002 0.58638
H -3.04176 0.96834 -0.89706
H -2.86371 -0.77786 -0.93579
H -0.90578 2.49015 -0.40155
H 1.09748 2.53841 1.08828
H -0.63448 -0.44142 1.87462
H 0.69779 -1.48240 -0.69872
H -1.31254 -2.44552 -0.87964
H 2.42650 0.49502 -1.12788
H 3.54028 0.50106 0.27392
H 2.71075 -0.98766 -0.16339
*
```

The expectation value of S² is 0.78. As for the calculated total energy: -536.9390 Ha. As for the energy relative to the best compared isomer or geometry (same formula, charge and spin): 176.9 kJ/mol.

***

4.
Density functional theory data (ωB97M-V with the def2-TZVPD basis set) for a single C2H3N3O molecule at a distorted geometry.

Structure (ORCA input):
```
! RIJCOSX wB97M-V def2-TZVPD def2/J DEFGRID3
* xyz 0 1
C -0.13407 -1.06011 -0.22513
C -0.21793 0.95209 1.12410
N 0.23883 -0.51964 -1.28176
N -0.33263 -0.28436 0.93964
N 0.33893 0.72347 -1.38861
O -0.23307 2.08309 1.47108
H -0.05187 -2.19702 -0.02071
H -0.08318 -0.80928 1.69980
H 0.47499 1.11176 -2.31842
*
```

As for the calculated total energy: -317.3694 Ha. As for the energy relative to the best compared isomer or geometry (same formula, charge and spin): 427.8 kJ/mol.

***

5.
Density functional theory data (ωB97M-V with the def2-TZVPD basis set) for a molecular structure, C5H7NO2 at a distorted geometry.

Structure (ORCA input):
```
! RIJCOSX wB97M-V def2-TZVPD def2/J DEFGRID3
* xyz 0 1
C 0.36210 -0.94759 -0.03179
C 0.66582 -0.09709 1.17012
C 0.64055 1.10689 0.17740
C 1.22004 0.13181 -0.97045
C -0.91751 0.95464 -0.18668
H -2.52940 -1.77571 -0.70977
H 0.42364 -1.98021 -0.35125
H -0.12694 -0.19457 1.88624
H 1.64461 -0.18096 1.67145
H 0.71024 2.16103 0.56364
H 2.25170 -0.18729 -1.02400
H 0.75296 0.45485 -1.96126
N -1.09947 -0.42979 -0.37005
O -2.26626 -0.89653 0.17505
O -1.73209 1.88051 -0.03866
*
```

As for the calculated total energy: -399.7695 Ha. As for the energy relative to the best compared isomer or geometry (same formula, charge and spin): 514.7 kJ/mol.

***

6.
Density functional theory data (ωB97M-V with the def2-TZVPD basis set) for 8 unconnected molecules or ions with the total composition C26H49N3O16 at a distorted geometry.

Structure (ORCA input):
```
! RIJCOSX wB97M-V def2-TZVPD def2/J DEFGRID3
* xyz 0 1
C 9.73595 -23.18260 -17.05931
O 10.74988 -23.56356 -16.26207
H 9.71468 -22.10814 -17.24144
H 9.76466 -23.75688 -17.98532
H 8.81903 -23.39813 -16.51077
H 10.43385 -24.22357 -15.64069
C -1.36550 -20.76676 -18.47857
C -1.01412 -21.61171 -19.65056
C -1.26948 -21.03912 -21.02386
O -0.00331 -20.77194 -21.49227
C 0.91578 -21.33492 -20.73156
O 2.13843 -21.35787 -20.93012
O 0.36621 -21.86296 -19.70873
H -1.15171 -21.48910 -17.69077
H -2.43220 -20.58325 -18.34985
H -0.77706 -19.86118 -18.33109
H -1.65795 -22.46695 -19.85586
H -1.85614 -20.13418 -20.86575
H -1.65613 -21.77571 -21.72817
C 5.25728 -22.35239 -22.31357
C 5.85431 -23.34654 -21.36141
C 7.38142 -23.46334 -21.50995
O 7.89392 -23.28104 -20.22037
C 6.92388 -22.80375 -19.48500
O 6.89959 -22.58795 -18.31164
O 5.83596 -22.62388 -20.17522
H 4.23064 -22.35173 -21.94738
H 5.17842 -22.72331 -23.33548
H 5.82374 -21.42452 -22.39290
H 5.43230 -24.34943 -21.29636
H 7.63758 -22.55942 -22.06259
H 7.76511 -24.30571 -22.08553
C 4.01795 -23.17282 -27.18202
C 5.13885 -24.33662 -27.04087
C 6.43902 -23.87771 -26.46044
O 6.44857 -24.55497 -25.26032
C 5.44395 -25.42185 -25.08404
O 5.36078 -26.23737 -24.11483
O 4.59850 -25.33307 -26.14941
H 3.01457 -23.56228 -27.35424
H 4.27881 -22.51199 -28.00867
H 3.98431 -22.52049 -26.30942
H 5.16604 -24.81828 -28.01830
H 6.46929 -22.78814 -26.46613
H 7.24167 -24.18292 -27.13177
C 2.89923 -24.32532 -18.89485
C 3.84843 -24.32072 -17.67490
C 3.71918 -23.06386 -16.85902
O 3.63280 -23.53817 -15.52109
C 3.26832 -24.86144 -15.55240
O 3.26363 -25.70772 -14.69260
O 3.20758 -25.28321 -16.79572
H 2.71320 -25.30717 -19.33013
H 3.36376 -23.77389 -19.71231
H 2.02496 -23.72900 -18.63377
H 4.90652 -24.51738 -17.84774
H 2.89634 -22.43310 -17.19541
H 4.72266 -22.66537 -17.00850
C -0.39094 -24.00144 -23.07790
O -1.64971 -23.89063 -23.10687
N 0.28814 -24.74542 -22.10489
C 1.75228 -24.56643 -22.05600
C -0.34638 -25.65523 -21.19767
H 0.33458 -23.50535 -23.74102
H 2.02232 -24.38357 -21.01594
H 2.10776 -23.67896 -22.57958
H 2.41067 -25.34191 -22.44750
H 0.21753 -25.80467 -20.27692
H -1.32579 -25.31892 -20.85745
H -0.74035 -26.48434 -21.78544
C 6.26190 -17.87614 -15.18798
O 7.31199 -17.61429 -14.57028
N 6.10100 -18.91659 -16.04429
C 4.74882 -19.42191 -16.43059
C 7.11558 -19.86006 -16.44085
H 5.30657 -17.48117 -14.80911
H 4.77547 -19.73784 -17.47346
H 4.03965 -18.59498 -16.46758
H 4.52144 -20.36304 -15.92992
H 8.12322 -19.70039 -16.05709
H 6.95392 -20.83517 -15.98137
H 7.21760 -20.19494 -17.47311
C 12.10626 -24.16013 -20.96239
O 12.81443 -24.61520 -20.08213
N 11.33329 -23.11878 -20.91690
C 10.48400 -22.62363 -22.02963
C 11.38085 -22.19482 -19.74862
H 11.94754 -24.71721 -21.89870
H 9.71792 -21.90289 -21.74371
H 10.05254 -23.48592 -22.53796
H 11.11361 -22.17706 -22.79922
H 10.44562 -21.64569 -19.63956
H 11.51440 -22.89216 -18.92159
H 12.07901 -21.36675 -19.87094
*
```

The SMILES is C[C@H]1COC(=O)O1.C[C@H]1COC(=O)O1.C[C@H]1COC(=O)O1.C[C@H]1COC(=O)O1.CN(C)C=O.CN(C)C=O.CN(C)C=O.CO. As for the calculated total energy: -2388.0725 Ha. As for the energy relative to the best compared isomer or geometry (same formula, charge and spin): 0.0 kJ/mol.